5 unconnected molecules or ions with the total composition C19H26F4O11, computed with ωB97M-V/def2-TZVPD.

Orbital gap = 10.390 eV
ΔE to the lowest compared entry with this formula, charge and spin = 0.0 kcal per mole
SMILES = O=C(O)OC(F)(F)C(F)F.O=C1CCCO1.O=C1CCCO1.O=C1CCCO1.O=C1CCCO1
Charge = 0
HOMO energy = -9.942 eV
Energy = -53518.71018 eV

Each line ends with the natural charge from an NBO analysis.
Atoms and positions in Å:
O: 1.464 1.892 -1.383  -0.563
C: 0.480 1.227 -1.431  0.998
O: -0.704 1.500 -0.873  -0.701
O: 0.370 0.067 -2.178  -0.538
C: 1.313 -0.923 -1.961  0.848
F: 0.836 -1.991 -2.608  -0.311
F: 1.349 -1.225 -0.651  -0.316
C: 2.738 -0.561 -2.484  0.485
F: 3.595 -0.489 -1.449  -0.316
F: 3.168 -1.556 -3.299  -0.332
H: -0.532 1.769 0.052  0.529
H: 2.732 0.387 -3.020  0.190
O: 0.846 0.979 1.458  -0.583
C: -0.027 0.495 2.119  0.804
C: 0.061 -0.493 3.258  -0.534
C: -1.369 -1.022 3.366  -0.430
C: -2.178 0.165 2.858  -0.064
O: -1.329 0.812 1.889  -0.516
H: 0.362 0.049 4.157  0.260
H: 0.799 -1.258 3.036  0.252
H: -1.650 -1.323 4.371  0.241
H: -1.499 -1.874 2.698  0.214
H: -2.391 0.882 3.654  0.174
H: -3.107 -0.108 2.365  0.199
O: 0.501 -6.480 -0.484  -0.563
C: 0.538 -6.334 -1.670  0.789
C: 0.453 -5.047 -2.469  -0.529
C: 0.142 -5.538 -3.881  -0.429
C: 0.792 -6.918 -3.875  -0.070
O: 0.682 -7.383 -2.520  -0.494
H: 1.420 -4.547 -2.412  0.246
H: -0.303 -4.393 -2.046  0.245
H: 0.521 -4.894 -4.671  0.225
H: -0.937 -5.639 -4.011  0.208
H: 1.851 -6.875 -4.139  0.178
H: 0.297 -7.642 -4.518  0.195
O: 3.663 2.249 -4.102  -0.562
C: 2.629 2.667 -4.534  0.800
C: 2.334 4.015 -5.161  -0.528
C: 0.809 4.090 -5.106  -0.430
C: 0.422 2.616 -5.172  -0.069
O: 1.499 1.917 -4.525  -0.504
H: 2.716 4.000 -6.183  0.237
H: 2.842 4.800 -4.608  0.247
H: 0.359 4.679 -5.902  0.222
H: 0.495 4.511 -4.150  0.216
H: 0.349 2.253 -6.200  0.178
H: -0.498 2.375 -4.646  0.201
O: -1.191 0.576 6.415  -0.579
C: -1.662 1.646 6.672  0.794
C: -3.117 2.002 6.919  -0.531
C: -3.126 3.523 6.781  -0.430
C: -1.702 3.878 7.201  -0.071
O: -0.900 2.754 6.797  -0.485
H: -3.373 1.674 7.928  0.241
H: -3.757 1.481 6.211  0.241
H: -3.880 4.025 7.382  0.226
H: -3.282 3.800 5.738  0.212
H: -1.606 3.992 8.282  0.181
H: -1.305 4.764 6.714  0.202

***

A single C19H26FNO molecule in a non-equilibrium geometry, computed with ωB97M-V/def2-TZVPD.

Orbital gap = 8.896 eV
ΔE to the lowest compared entry with this formula, charge and spin = 34.4 kcal per mole
SMILES = CC(C)=CCN1CCC2(CC1)O[C@H](CCF)c1ccccc12
Charge = 0
HOMO energy = -8.049 eV
Energy = -26377.32546 eV

Each line ends with the natural charge from an NBO analysis.
Atoms and positions in Å:
C: 4.415 1.903 2.380  -0.654
C: 3.005 2.168 2.753  0.049
C: 2.476 1.730 4.203  -0.657
C: 2.189 2.718 1.721  -0.227
C: 0.699 3.100 1.872  -0.249
N: -0.202 2.065 1.267  -0.457
C: -0.523 2.122 -0.201  -0.212
C: -1.605 1.109 -0.644  -0.429
C: -1.137 -0.249 -0.263  0.212
C: -0.918 -0.232 1.192  -0.419
C: 0.250 0.650 1.597  -0.218
O: 0.101 -0.667 -0.851  -0.545
C: -0.028 -1.983 -1.591  0.094
C: 0.474 -1.635 -3.063  -0.435
C: 0.316 -2.631 -4.156  0.039
F: 0.803 -3.889 -3.764  -0.377
C: -1.486 -2.330 -1.531  -0.102
C: -2.162 -3.288 -2.165  -0.205
C: -3.585 -3.233 -2.155  -0.218
C: -4.190 -2.318 -1.267  -0.198
C: -3.513 -1.300 -0.596  -0.246
C: -2.141 -1.332 -0.734  0.102
H: 4.591 0.849 2.159  0.216
H: 4.968 2.251 3.229  0.209
H: 4.807 2.399 1.504  0.219
H: 2.706 0.674 4.363  0.219
H: 1.392 1.807 4.344  0.220
H: 2.991 2.427 4.934  0.220
H: 2.679 3.013 0.831  0.191
H: 0.393 3.251 2.898  0.199
H: 0.631 4.014 1.319  0.201
H: 0.382 2.016 -0.823  0.173
H: -0.833 3.187 -0.415  0.195
H: -2.487 1.371 -0.146  0.215
H: -1.730 1.208 -1.710  0.214
H: -1.740 0.063 1.844  0.218
H: -0.659 -1.244 1.497  0.208
H: 0.360 0.551 2.622  0.188
H: 1.203 0.414 1.186  0.196
H: 0.695 -2.726 -1.267  0.206
H: -0.122 -0.709 -3.387  0.217
H: 1.548 -1.396 -3.131  0.214
H: -0.744 -2.604 -4.442  0.167
H: 0.933 -2.270 -4.949  0.170
H: -1.604 -4.066 -2.630  0.224
H: -4.291 -3.989 -2.610  0.224
H: -5.291 -2.413 -1.149  0.209
H: -4.018 -0.556 -0.073  0.217

***

A molecular structure, C19H26I2N2O4PPdS4Sb in a non-equilibrium geometry, computed with ωB97M-V/def2-TZVPD.

Orbital gap (alpha / beta) = 6.219 / 3.581 eV
Multiplicity = 5
⟨S²⟩ = 6.059
Charge = 0
HOMO energy (alpha / beta) = -6.651 / -6.783 eV
Energy = -110144.55240 eV

Each line ends with the natural charge from an NBO analysis.
Atoms and positions in Å:
Pd: -0.441 0.085 0.252  0.717
I: -1.476 -7.230 3.220  0.209
C: -1.145 -5.183 2.809  -0.059
C: -0.725 -4.332 3.820  -0.306
C: -0.548 -3.006 3.513  -0.141
I: 0.102 -1.614 4.945  0.207
C: -0.857 -2.433 2.248  0.383
O: -0.815 -1.166 2.122  -0.545
C: -1.207 -3.368 1.224  -0.006
C: -1.476 -2.887 -0.175  -0.262
N: -0.394 -2.066 -0.731  -0.691
C: 0.918 -2.710 -0.742  -0.274
C: 1.913 -2.092 0.223  0.227
C: 3.058 -2.786 0.606  -0.249
C: 4.052 -2.117 1.298  -0.149
C: 3.867 -0.780 1.612  -0.249
C: 2.668 -0.186 1.261  0.060
N: 1.723 -0.829 0.589  -0.485
C: -1.344 -4.708 1.522  -0.267
H: -0.532 -4.709 4.813  0.248
H: -2.385 -2.269 -0.182  0.280
H: -1.649 -3.758 -0.823  0.193
H: -0.689 -1.815 -1.684  0.460
H: 1.369 -2.593 -1.740  0.242
H: 0.828 -3.785 -0.532  0.201
H: 3.182 -3.824 0.342  0.222
H: 4.966 -2.621 1.574  0.223
H: 4.633 -0.210 2.111  0.225
H: 2.463 0.851 1.484  0.218
H: -1.629 -5.404 0.743  0.238
S: 0.357 2.110 -2.817  -0.164
Sb: -2.251 1.280 -2.408  0.961
S: -2.823 0.457 -0.220  -0.856
S: 1.259 0.833 -1.672  -0.175
S: -1.998 -0.777 -3.400  -0.893
C: -3.715 4.022 1.543  -0.627
C: -2.862 2.965 2.227  -0.063
O: -1.485 3.221 1.974  -0.843
P: -0.416 2.305 1.179  1.811
O: -0.009 3.194 -0.088  -0.851
C: 1.066 4.134 -0.154  -0.060
C: 0.632 5.504 0.319  -0.632
O: 0.860 2.553 2.126  -0.853
C: 0.802 1.984 3.438  -0.067
C: 0.778 3.081 4.484  -0.628
H: -4.756 3.906 1.834  0.214
H: -3.634 3.933 0.460  0.220
H: -3.371 5.012 1.840  0.207
H: -3.133 1.958 1.890  0.218
H: -2.994 3.015 3.314  0.168
H: 1.357 4.158 -1.211  0.198
H: 1.909 3.775 0.442  0.187
H: -0.213 5.852 -0.270  0.215
H: 1.463 6.195 0.210  0.211
H: 0.339 5.454 1.365  0.212
H: 1.690 1.358 3.564  0.181
H: -0.081 1.344 3.524  0.190
H: 1.651 3.718 4.371  0.213
H: 0.788 2.631 5.472  0.210
H: -0.113 3.694 4.375  0.222